Version one
C17H18BCoN7O3S | wB97M-V/def2-TZVPD

Geometry as XYZ:
```
48
Properties=species:S:1:pos:R:3
Co 0.889 0.139 0.155
S -0.455 1.662 2.437
O 0.937 1.627 2.673
O -1.136 2.917 2.397
O -2.276 -1.005 0.531
N 2.355 -0.694 -1.080
N 0.963 1.753 -2.096
N -0.187 -0.332 -3.073
N 0.830 1.694 -0.726
N -0.787 -0.847 -1.945
N -0.803 0.754 1.027
N 2.289 -0.402 -2.446
C 4.092 -1.670 -2.198
C -2.083 -0.314 2.807
C 0.658 3.837 -1.383
C -1.429 0.562 4.972
C -0.928 -0.589 -4.175
C 3.316 -0.970 -3.107
C 0.694 -1.634 0.977
C -1.796 -0.209 1.324
C 0.621 2.975 -0.294
C -1.929 -1.407 -2.386
C 0.878 3.031 -2.490
C -2.062 -1.273 -3.780
C -2.887 -1.306 3.419
C 3.470 -1.478 -0.957
C -2.239 -0.408 5.598
C -1.370 0.565 3.565
C -2.956 -1.325 4.818
B 1.134 0.479 -2.975
H 1.483 -2.382 0.805
H -0.574 -0.256 -5.147
H -0.855 1.287 5.536
H -3.571 -2.073 5.309
H 1.414 0.858 -4.081
H 3.401 -0.818 -4.179
H 4.992 -2.236 -2.412
H 3.762 -1.846 0.029
H -2.865 -1.630 -4.420
H -3.420 -2.016 2.811
H -0.012 -1.836 1.793
H 0.540 4.918 -1.374
H -2.616 -1.888 -1.680
H 1.295 -0.657 1.529
H 0.468 3.183 0.767
H -2.289 -0.434 6.679
H 0.980 3.258 -3.546
H 0.067 -1.564 -0.009
```

Summary:
Lowest unoccupied orbital energy (alpha / beta)   -7.22 / -11.17 eV
Frontier orbital gap (alpha / beta)   7.48 / 3.52 eV
⟨S²⟩   3.797
Net charge   +2
2S+1   4
HOMO (alpha / beta)   -14.69 / -14.69 eV


Version two
C17H18BCoN7O3S | wB97M-V/def2-TZVPD

Geometry as XYZ:
```
48
Properties=species:S:1:pos:R:3
Co -0.560 -0.184 -0.671
S -1.888 -3.732 2.116
O -3.181 -3.429 1.625
O 0.471 -1.109 0.644
O -1.289 -4.997 1.890
N 1.736 2.115 -1.725
N 1.386 1.893 -0.405
N 0.590 -0.929 -1.780
N -1.351 1.139 -2.011
N -0.473 1.704 -2.942
N -0.947 -2.763 1.050
N 1.225 -0.197 -2.745
C -0.810 -1.709 5.692
C 2.758 2.998 -1.817
C 1.936 -2.288 -2.952
C 2.241 2.657 0.305
C -0.196 -1.838 1.467
C -2.573 1.660 -2.346
C -1.441 -2.647 4.844
C -1.149 -2.608 3.490
C 1.046 -2.222 -1.893
C 3.119 3.368 -0.537
C -1.558 0.789 0.769
C 2.018 -0.998 -3.459
C -2.473 2.512 -3.453
C -1.131 2.507 -3.799
C -0.266 -1.683 2.966
C 0.083 -0.765 5.165
C 0.367 -0.730 3.788
B 1.029 1.345 -2.876
H -1.537 0.490 1.828
H 2.469 -3.164 -3.323
H -0.555 1.325 0.540
H 2.585 -0.570 -4.283
H 2.192 2.672 1.398
H -0.576 3.005 -4.588
H -3.457 1.374 -1.772
H -2.139 -3.379 5.230
H -1.034 -1.730 6.754
H -2.376 1.456 0.447
H 0.690 -2.997 -1.207
H 1.551 1.672 -3.909
H 0.555 -0.050 5.825
H 3.135 3.279 -2.798
H 1.046 -0.001 3.359
H 3.907 4.065 -0.259
H -1.909 -0.366 0.306
H -3.267 3.060 -3.948
```

Summary:
Lowest unoccupied orbital energy (alpha / beta)   -9.09 / -11.26 eV
Frontier orbital gap (alpha / beta)   5.27 / 3.09 eV
⟨S²⟩   3.818
Net charge   +2
2S+1   4
HOMO (alpha / beta)   -14.36 / -14.35 eV


version one (0.0463 hartree below the next structure)